w.
Formula: C4H4N4
Source: the OMol25 dataset
Level of theory: wB97M-V/def2-TZVPD

CARTESIAN COORDINATES (ANGSTROEM)
C (-1.1659, 1.1743, -0.0381)
N (-1.9618, 0.2139, -0.2056)
C (-1.4714, -1.0561, 0.1798)
C (-0.0132, -0.5836, 0.1308)
N (1.1544, -1.2243, -0.2115)
N (2.1165, -0.1778, -0.0709)
C (1.4915, 0.8871, 0.1354)
N (0.1126, 0.7234, 0.0648)
H (-1.3701, 2.1662, -0.2287)
H (-1.6284, -1.5892, -0.6013)
H (-1.7254, -1.7168, 1.0456)
H (1.7270, 1.8630, 0.2998)

The SMILES is C1=NCc2nncn21. For the HOMO-LUMO gap, the calculation gives 9.96 eV. As for the LUMO energy: 0.24 eV. As for the HOMO energy: -9.72 eV.

***

x.
Formula: C4H4N4
Source: the OMol25 dataset
Level of theory: wB97M-V/def2-TZVPD

CARTESIAN COORDINATES (ANGSTROEM)
C (-2.2762, 1.1499, 0.6810)
C (-1.0404, 1.2541, 0.1718)
C (0.1015, 0.5908, -0.4893)
C (1.1032, 0.9074, -1.1760)
N (1.8729, -0.3100, -1.6043)
N (1.3444, -1.2275, -0.9793)
N (0.3177, -0.8136, -0.2530)
N (-0.0688, -1.4586, 0.9479)
H (-3.1333, 1.4658, 1.1479)
H (1.4025, 1.9432, -1.3286)
H (-0.2432, -2.4967, 1.0188)
H (0.6197, -1.0048, 1.8630)

The SMILES is C#Cc1cnnn1N. For the HOMO-LUMO gap, the calculation gives 9.83 eV. As for the LUMO energy: 0.16 eV. As for the HOMO energy: -9.66 eV.

***

Quick look at relative energies in hartree: w 0.0000; x 0.1163.

***

w.
Formula: C6H6
Source: the OMol25 dataset
Level of theory: wB97M-V/def2-TZVPD

CARTESIAN COORDINATES (ANGSTROEM)
C (-0.4827, -0.8284, 2.8264)
C (0.0246, -0.6613, 1.7472)
C (0.5634, -0.4248, 0.4048)
C (-0.1880, 0.7345, -0.2806)
C (0.0895, 0.8290, -1.7159)
C (0.2755, 0.8845, -2.9042)
H (-0.9338, -0.9830, 3.7818)
H (0.4632, -1.3355, -0.1962)
H (1.6344, -0.1981, 0.4579)
H (-1.2645, 0.5888, -0.1393)
H (0.0685, 1.6768, 0.2166)
H (0.4244, 0.9384, -3.9602)

The SMILES is C#CCCC#C. For the HOMO-LUMO gap, the calculation gives 10.99 eV. As for the LUMO energy: 0.97 eV. As for the HOMO energy: -10.01 eV.

***

x.
Formula: C6H6
Source: the OMol25 dataset
Level of theory: wB97M-V/def2-TZVPD

CARTESIAN COORDINATES (ANGSTROEM)
C (-0.4704, 0.8889, 0.8488)
C (0.8874, 0.7978, 0.9616)
C (-0.8317, 0.1519, -0.3107)
C (0.0542, -0.4217, -1.2440)
C (1.5942, -0.2021, 0.2911)
C (-1.4664, -0.8776, -1.1199)
H (-1.0371, 1.4689, 1.5008)
H (1.3470, 1.4846, 1.5065)
H (2.5684, 0.0959, 0.1106)
H (1.2732, -1.2139, 0.2266)
H (-1.8665, -1.7240, -0.7097)
H (-2.0522, -0.4486, -2.0617)

For the HOMO-LUMO gap, the calculation gives 8.75 eV. As for the LUMO energy: 0.02 eV. As for the HOMO energy: -8.73 eV.

***

Quick look at relative energies in hartree: w 0.0000; x 0.1160.

***

w.
Formula: C2H9N4
Source: the OMol25 dataset
Level of theory: wB97M-V/def2-TZVPD

CARTESIAN COORDINATES (ANGSTROEM)
C (-1.1990, -0.8471, 0.0948)
C (1.1045, -0.4196, -0.2752)
N (-2.3802, -0.5985, -0.4224)
N (1.9232, 0.6254, -0.4559)
N (1.7004, -1.6385, -0.0348)
N (-0.1723, -0.2938, -0.4598)
H (-1.1115, -1.4895, 0.9826)
H (-2.2007, 0.2044, -1.0601)
H (-3.2752, -0.8303, 0.0184)
H (2.9151, 0.5112, -0.8098)
H (1.4559, 1.4253, -0.6006)
H (1.1372, -2.3096, 0.5052)
H (2.7204, -1.6851, -0.0044)
H (-0.8687, 2.7827, 0.6021)
H (-0.4699, 2.1344, 0.4116)

For the HOMO-LUMO gap, the calculation gives 10.72 eV. As for the LUMO energy: -3.96 eV. As for the HOMO energy: -14.68 eV. As for the net charge: +1.

***

x.
Formula: C2H9N4
Source: the OMol25 dataset
Level of theory: wB97M-V/def2-TZVPD

CARTESIAN COORDINATES (ANGSTROEM)
C (-1.3109, -0.1119, 0.0273)
C (1.6296, 0.5187, 0.3034)
N (-2.4581, -0.8662, -0.0126)
N (-1.2514, 1.2189, -0.2805)
N (2.5784, -0.2084, -0.2876)
N (-0.1267, -0.6278, 0.2201)
H (1.6295, 0.6707, 1.3378)
H (1.4397, 1.3931, -0.3402)
H (-3.2873, -0.3140, 0.1490)
H (-2.5839, -1.7908, 0.2894)
H (-2.1659, 1.5799, -0.5657)
H (-0.4829, 1.3303, -0.9212)
H (2.9362, -0.9664, 0.2515)
H (2.9135, -0.1350, -1.1780)
H (0.1318, -1.6511, 0.3270)

For the HOMO-LUMO gap, the calculation gives 10.84 eV. As for the LUMO energy: -3.13 eV. As for the HOMO energy: -13.97 eV. As for the net charge: +1.

***

y.
Formula: C2H9N4
Source: the OMol25 dataset
Level of theory: wB97M-V/def2-TZVPD

CARTESIAN COORDINATES (ANGSTROEM)
N (2.4263, 0.5417, 0.0054)
C (1.5625, -0.4970, -0.2299)
N (-0.0548, 0.1077, -0.6548)
C (-1.1817, -0.1209, -0.0082)
N (-2.1581, 0.7138, -0.2610)
N (-1.3633, -1.1209, 0.8535)
H (2.7771, 1.0450, -0.7504)
H (2.4155, 1.0297, 0.9025)
H (1.7377, -0.9065, -1.1375)
H (1.4599, -1.2486, 0.6297)
H (0.0507, 1.1207, -0.9024)
H (-2.8403, 0.9029, 0.4237)
H (-1.7232, 1.4847, -0.8739)
H (-2.1602, -1.1035, 1.4398)
H (-0.9480, -1.9486, 0.5635)

The SMILES is NC[NH+]=C(N)N. For the HOMO-LUMO gap, the calculation gives 11.08 eV. As for the LUMO energy: -3.07 eV. As for the HOMO energy: -14.15 eV. As for the net charge: +1.

***

Quick look at relative energies in hartree: w 0.0065; x 0.0134; y 0.0000.

***

w.
Formula: C5H5NO2
Source: the OMol25 dataset
Level of theory: wB97M-V/def2-TZVPD

CARTESIAN COORDINATES (ANGSTROEM)
C (0.8905, 0.6392, 2.0521)
C (-0.2046, 0.9393, 1.0496)
O (-0.8579, 1.9264, 1.0351)
C (-0.1457, -0.0371, -0.1286)
N (-1.2112, -0.5359, -0.6642)
C (-0.6442, -1.3249, -1.6526)
C (0.7576, -1.2569, -1.6518)
O (1.0133, -0.4247, -0.5453)
H (0.5427, -0.3646, 2.6223)
H (1.7823, 0.6952, 1.8514)
H (0.7974, 1.2865, 2.8881)
H (-1.4078, -1.7791, -2.4512)
H (1.5989, -1.8571, -2.1908)

The SMILES is CC(=O)c1ncco1. For the HOMO-LUMO gap, the calculation gives 10.25 eV. As for the LUMO energy: 0.58 eV. As for the HOMO energy: -9.68 eV.

***

x.
Formula: C5H5NO2
Source: the OMol25 dataset
Level of theory: wB97M-V/def2-TZVPD

CARTESIAN COORDINATES (ANGSTROEM)
C (1.7666, -0.3304, -0.0810)
C (1.1287, 0.8927, -0.0951)
C (-0.1878, 0.5837, 0.3504)
C (-1.5660, 0.7405, -0.0898)
C (-0.1966, -0.8896, -0.2826)
H (2.8090, -0.8076, -0.5260)
H (1.5441, 1.7904, 0.0001)
H (-0.3041, 0.3836, 1.5491)
H (-2.3468, 1.5971, 0.0593)
H (0.1153, -0.8694, -1.3169)
N (-2.3371, -0.3415, -0.0186)
O (0.9714, -1.3389, 0.3832)
O (-1.3967, -1.4107, 0.0678)

For the HOMO-LUMO gap, the calculation gives 10.05 eV. As for the LUMO energy: 0.66 eV. As for the HOMO energy: -9.39 eV.

***

y.
Formula: C5H5NO2
Source: the OMol25 dataset
Level of theory: wB97M-V/def2-TZVPD

CARTESIAN COORDINATES (ANGSTROEM)
O (2.4775, -0.1172, 0.5153)
C (1.3294, -0.1293, -0.0921)
C (0.5883, 1.1920, -0.6770)
C (-0.6425, 1.4516, -0.2565)
C (-1.4238, 0.6123, 0.8651)
C (-1.8351, -0.5623, -0.0631)
N (-0.9581, -1.3684, -0.5182)
O (0.5093, -1.2093, -0.0182)
H (1.2330, 1.7817, -1.5153)
H (-0.9630, 2.5676, -0.3752)
H (-0.5382, 0.1567, 1.6910)
H (-2.2065, 1.2088, 1.6230)
H (-2.8118, -0.9101, -0.4318)

The SMILES is O=C1C=CCC=NO1. For the HOMO-LUMO gap, the calculation gives 10.49 eV. As for the LUMO energy: 0.25 eV. As for the HOMO energy: -10.24 eV.

***

Quick look at relative energies in hartree: w 0.0000; x 0.1279; y 0.0983.